{"formula": "CH5N3S", "method": "ωB97M-V/def2-TZVPD", "orbital_gap_ha": 0.36566, "homo_energy_ev": -9.24, "lumo_ev": 0.71, "total_charge": 0, "de_lowest_kcal_mol": 79.4, "multiplicity": 1, "elements": ["C", "N", "N", "N", "S", "H", "H", "H", "H", "H"], "coordinates": [[1.9159, 0.1931, -0.1273], [-2.7771, 0.1257, 0.0226], [-1.6331, -0.1938, -0.4079], [-0.6695, -0.5806, 0.3678], [0.8027, -1.2228, -0.1938], [1.5753, 0.9735, -0.6719], [2.8823, 0.0396, -0.6942], [2.0204, 0.6356, 0.8034], [-3.3340, 0.3348, -0.7436], [-0.7829, -0.3052, 1.6449]], "nbo_charge": [-0.777, -0.465, 0.011, -0.569, 0.456, 0.220, 0.246, 0.215, 0.330, 0.334]}